Entry 1:
Computed, not measured: a gas-phase ion, C5H6NOS2 (charge -1), with ωB97M-V/def2-TZVPD.

## Properties
Energy above the lowest of the compared OMol25 structures with the same formula, charge and spin (kcal/mol): 59.65
E_tot (Eh): -1120.4494
LUMO (eV): 3.44
Charge: -1
Orbital gap (eV): 6.584
HOMO level (eV): -3.15

```
15
C5H6NOS2, DFT ωB97M-V/def2-TZVPD
C 1.77724 -1.43800 -0.33891
C 2.61872 -0.41072 -0.05010
C 0.05250 -0.26672 0.33441
C -2.19157 0.53330 -0.38906
C -1.34104 0.07208 0.76526
N 0.48003 -1.38901 -0.05392
O 1.08557 2.03972 -0.72301
S 4.22506 -0.14235 -0.22838
S 1.18463 1.10765 0.48702
H 2.05742 -2.40383 -0.61263
H -1.72020 1.37006 -0.72316
H -3.14500 0.76173 0.03551
H -2.15151 -0.27016 -1.13893
H -1.71057 -0.61782 1.42567
H -1.22128 1.05406 1.21024
```

---

Entry 2:
Computed, not measured: a gas-phase ion, C5H6NS (charge +1), with ωB97M-V/def2-TZVPD.

## Properties
Energy above the lowest of the compared OMol25 structures with the same formula, charge and spin (kcal/mol): 84.30
E_tot (Eh): -646.6330
LUMO (alpha / beta) (eV): -6.53 / -6.53
Charge: +1
Orbital gap (alpha / beta) (eV): 7.297 / 7.299
HOMO level (alpha / beta) (eV): -13.83 / -13.83
Structure (SMILES): CC1=CS[N+]2=C[C@H]12

```
13
C5H6NS, DFT ωB97M-V/def2-TZVPD
C 1.33010 1.28028 -0.23182
C 1.82002 -1.82870 -0.48795
C 0.40281 0.33286 -0.03023
C 0.91243 -1.07914 0.36001
C -1.03071 0.53012 0.21850
N 2.43854 -0.87776 0.26322
S 3.08744 0.70988 0.07352
H 1.07246 2.32084 -0.35210
H 1.97519 -2.49520 -1.22548
H 0.44629 -1.43396 1.25083
H -1.60569 -0.28181 -0.22217
H -1.31820 1.55429 -0.28817
H -1.27664 0.45129 1.22364
```

---

Entry 3:
Computed, not measured: a single C5H6O molecule, with ωB97M-V/def2-TZVPD.

## Properties
Energy above the lowest of the compared OMol25 structures with the same formula, charge and spin (kcal/mol): 15.47
E_tot (Eh): -269.3216
LUMO (eV): 0.91
Charge: 0
Orbital gap (eV): 10.214
HOMO level (eV): -9.30
Structure (SMILES): O=C1CC=CC1

```
12
C5H6O, DFT ωB97M-V/def2-TZVPD
O 2.30991 -0.67638 0.26300
C 1.15779 -0.33191 0.14976
C -0.02131 -1.23588 -0.20853
C -1.18050 -0.27862 -0.36607
C -0.77446 0.99124 -0.30320
C 0.58273 1.05534 0.34570
H -0.11603 -2.03992 0.53199
H 0.18893 -1.71047 -1.17271
H -2.21141 -0.60423 -0.45065
H 0.16629 1.05279 1.36129
H -1.37930 1.88800 -0.38164
H 1.27737 1.89006 0.23105
```

---

Entry 4:
Computed, not measured: a single C5H6O molecule, with ωB97M-V/def2-TZVPD.

## Properties
Energy above the lowest of the compared OMol25 structures with the same formula, charge and spin (kcal/mol): 100.51
E_tot (Eh): -269.1861
LUMO (eV): 0.70
Charge: 0
Orbital gap (eV): 10.340
HOMO level (eV): -9.64
Structure (SMILES): C#CC1(O)CC1

```
12
C5H6O, DFT ωB97M-V/def2-TZVPD
O 0.19942 1.07276 -0.83917
C 0.11886 -0.08931 0.02876
C -0.94614 -1.03240 -0.43322
C -1.16764 -0.17893 0.78982
C 1.48749 -0.38635 0.46172
C 2.28754 0.40881 -0.01696
H 0.31997 1.86035 -0.28419
H -1.40254 -0.71335 -1.36393
H -0.84475 -2.10737 -0.30606
H -1.78328 0.70693 0.67358
H -1.20764 -0.65528 1.76505
H 2.93871 1.11413 -0.47540
```

---

Q: energy above the lowest of the compared OMol25 structures with the same formula, charge and spin of number 1 (C5H6NOS2)?
A: 59.65 kcal/mol